Entry 1:
156
Properties=species:S:1:pos:R:3:mulliken_charge:R:1 method="wB97M-V/def2-TZVPD" total_charge=+1 homo_energy_ha=-0.3929
C -2.235 4.024 -1.831 -1.10
C -2.056 2.532 -2.020 -0.12
O -0.678 2.200 -2.103 -0.09
C -0.446 0.821 -2.286 -1.62
C 0.157 0.036 -1.113 -0.76
C 1.116 0.726 -0.098 2.91
C 2.235 1.562 -0.787 -2.13
I 1.883 3.743 -0.804 0.30
C 2.618 1.372 -2.292 -0.35
C 3.925 2.203 -2.553 -1.16
I 2.992 -0.530 -3.210 0.06
C 0.145 1.497 0.841 -2.08
Br 0.825 2.674 2.286 -0.04
O -0.862 0.727 1.426 -0.04
C -0.539 -0.527 1.999 0.16
C -0.465 -0.395 3.561 0.07
C -1.546 -1.216 4.222 -0.33
O -1.309 -2.280 4.707 -0.51
O -2.835 -0.707 4.286 -0.31
C -3.557 -0.970 3.110 0.88
C -4.195 -2.297 2.849 -1.09
O -3.665 -0.084 2.316 -0.59
C 0.651 -1.308 1.396 -0.93
C 0.157 -2.562 0.635 -1.42
C 0.261 -3.837 1.519 -0.25
C 1.536 -4.654 1.222 -0.64
C 1.324 -5.514 -0.002 0.36
O 1.454 -5.064 -1.108 -0.57
O 1.018 -6.802 0.261 -0.36
C -0.118 -7.309 -0.470 -0.46
C -1.444 -6.838 0.114 -0.97
N 1.687 -0.455 0.724 0.87
C 2.605 -0.031 1.867 -0.59
N 2.561 -1.256 -0.100 -0.36
H -1.780 4.583 -2.651 0.05
H -3.303 4.254 -1.809 0.44
H -1.835 4.373 -0.877 0.27
H -2.547 2.022 -1.176 0.08
H -2.588 2.241 -2.937 0.50
H -1.386 0.334 -2.574 0.49
H 0.182 0.696 -3.172 0.11
H 0.636 -0.847 -1.542 0.15
H -0.697 -0.396 -0.587 0.56
H 3.188 1.511 -0.258 0.98
H 1.883 1.892 -2.903 0.47
H 4.611 1.635 -3.183 0.47
H 3.709 3.109 -3.114 0.34
H 4.470 2.440 -1.638 0.17
H -0.388 2.202 0.206 0.94
H -1.407 -1.162 1.827 0.16
H -0.520 0.647 3.873 0.47
H 0.467 -0.797 3.962 -0.06
H -4.875 -2.555 3.666 0.30
H -4.797 -2.205 1.949 0.40
H -3.468 -3.091 2.676 0.28
H 1.148 -1.762 2.255 0.87
H 0.691 -2.778 -0.292 0.88
H -0.896 -2.493 0.354 0.52
H 0.205 -3.599 2.585 0.36
H -0.577 -4.483 1.251 -0.09
H 1.712 -5.331 2.063 0.48
H 2.433 -4.037 1.129 0.21
H -0.060 -6.998 -1.515 0.31
H -0.059 -8.394 -0.418 0.35
H -1.435 -6.917 1.203 0.28
H -1.691 -5.822 -0.202 0.29
H -2.253 -7.467 -0.268 0.48
H 3.353 -0.795 2.068 0.37
H 2.061 0.091 2.802 0.05
H 3.121 0.915 1.721 0.34
H 2.751 -2.133 0.378 -0.02
H 3.459 -0.785 -0.163 0.43
C 2.402 -2.200 6.372 -0.81
C 3.098 -0.990 5.932 0.43
N 3.650 -0.038 5.586 -0.24
H 1.646 -2.486 5.640 0.10
H 3.113 -3.016 6.486 0.31
H 1.914 -2.019 7.328 0.27
C 7.114 3.358 4.818 -0.82
C 5.950 2.481 4.933 0.39
N 5.033 1.789 5.032 -0.29
H 6.973 4.051 3.990 0.25
H 7.240 3.926 5.738 0.21
H 8.008 2.765 4.637 0.27
C -1.656 2.663 -5.875 -0.65
C -0.416 1.915 -5.703 0.48
N 0.556 1.318 -5.565 -0.42
H -2.509 2.019 -5.671 0.31
H -1.678 3.506 -5.188 -0.06
H -1.727 3.034 -6.895 0.40
C -3.335 -10.191 2.513 -0.79
C -3.994 -8.892 2.604 0.30
N -4.515 -7.870 2.677 -0.36
H -4.068 -10.960 2.275 0.30
H -2.577 -10.167 1.733 0.23
H -2.862 -10.432 3.463 0.28
C 5.528 4.799 8.691 -0.76
C 6.190 6.020 8.238 0.32
N 6.712 6.978 7.878 -0.37
H 4.783 4.489 7.959 0.25
H 6.259 4.002 8.811 0.26
H 5.036 4.976 9.645 0.31
C -4.840 2.850 2.132 0.09
C -4.014 3.978 1.717 0.30
N -3.353 4.859 1.391 -0.47
H -5.579 2.628 1.364 0.31
H -4.210 1.975 2.283 -0.38
H -5.358 3.087 3.060 0.25
C -2.336 7.331 -4.751 -0.86
C -3.117 6.103 -4.853 0.46
N -3.736 5.138 -4.934 -0.43
H -1.298 7.092 -4.525 0.27
H -2.381 7.876 -5.692 0.33
H -2.738 7.958 -3.956 0.29
C -5.434 0.738 5.573 -0.04
C -6.592 1.541 5.195 0.17
N -7.496 2.181 4.895 -0.40
H -4.580 1.387 5.757 0.26
H -5.650 0.170 6.475 0.44
H -5.186 0.047 4.774 -0.27
C 4.255 8.033 -1.292 -0.79
C 3.062 7.239 -1.030 0.42
N 2.123 6.611 -0.823 -0.51
H 4.553 8.560 -0.387 0.31
H 5.066 7.381 -1.612 0.27
H 4.051 8.758 -2.077 0.28
C -5.254 -5.746 5.174 -0.41
C -6.332 -4.814 5.487 0.30
N -7.172 -4.067 5.728 -0.44
H -5.359 -6.111 4.154 0.07
H -4.294 -5.243 5.273 0.17
H -5.284 -6.592 5.859 0.35
C 2.730 0.595 -8.596 -0.11
C 3.434 1.822 -8.953 0.40
N 3.975 2.796 -9.233 -0.47
H 1.940 0.393 -9.315 -0.13
H 3.425 -0.243 -8.584 0.27
H 2.288 0.708 -7.606 0.02
C -5.807 -5.994 -0.685 -1.03
C -5.019 -5.393 0.384 0.40
N -4.402 -4.925 1.230 -0.26
H -5.921 -7.061 -0.501 0.29
H -6.792 -5.532 -0.721 0.35
H -5.308 -5.846 -1.641 0.30
C 5.826 3.361 -6.362 -0.57
C 5.427 4.260 -5.283 0.42
N 5.113 4.962 -4.428 -0.43
H 6.638 3.805 -6.934 0.33
H 6.163 2.414 -5.942 0.27
H 4.985 3.178 -7.026 0.01
C 0.353 0.728 -12.353 -0.76
C -0.099 0.226 -11.059 0.37
N -0.455 -0.167 -10.040 -0.41
H 0.518 -0.105 -13.034 0.27
H -0.400 1.390 -12.775 0.28
H 1.284 1.279 -12.232 0.28

---

Entry 2:
160
Properties=species:S:1:pos:R:3:mulliken_charge:R:1 method="wB97M-V/def2-TZVPD" total_charge=+1 homo_energy_ha=-0.4022
C 2.745 -0.800 3.697 -0.48
C 1.199 -0.512 3.283 -0.29
N 0.560 -1.666 2.621 1.83
C -0.804 -1.410 2.101 -1.03
C -1.107 -0.057 1.364 -0.50
N -0.423 0.436 0.191 2.08
C -1.307 1.380 -0.525 -2.62
N -1.652 2.604 -0.173 1.25
F -2.409 3.403 -0.953 -0.27
C -1.212 3.259 1.085 -0.79
C -2.474 3.805 1.943 0.17
C -2.858 5.316 1.506 -1.10
O -3.652 2.970 1.777 -0.54
N -1.739 0.933 -1.887 1.00
C -3.172 0.681 -1.949 0.39
Cl -4.276 0.612 -0.463 -0.13
C -3.926 0.558 -3.150 0.04
C -3.273 0.680 -4.582 -0.63
Cl -5.743 0.294 -3.133 -0.18
C -0.756 -0.212 -2.051 0.10
Cl -1.933 -1.609 -1.525 -0.15
C -0.397 -0.783 -3.483 -1.25
C 0.251 0.162 -4.562 0.41
C 1.859 0.007 -4.734 0.23
O -0.036 1.569 -4.502 -0.55
C 0.360 -0.196 -0.873 0.23
C 1.592 0.875 -1.012 -1.85
C 1.428 2.142 -1.914 0.60
C 1.965 3.427 -1.064 -0.81
S 3.817 3.477 -1.099 -0.18
S 1.415 -1.728 -0.644 1.55
C 0.642 -3.307 -0.206 -0.87
O 2.236 -2.041 -1.898 -0.65
O 2.503 -1.478 0.398 -0.57
C 0.384 -2.804 3.557 0.33
C 0.531 -2.719 5.133 -1.24
O 0.043 -3.928 3.091 -0.59
H 3.038 -1.855 3.356 0.07
H 3.449 -0.009 3.291 0.42
H 2.870 -0.774 4.840 -0.31
H 0.686 -0.175 4.254 0.35
H 1.257 0.426 2.626 -0.07
H -1.253 -2.260 1.483 -0.48
H -1.482 -1.399 3.038 0.70
H -2.244 -0.097 1.158 -0.37
H -1.045 0.744 2.199 0.30
H -0.444 2.696 1.688 0.02
H -0.681 4.224 0.741 0.66
H -2.271 3.864 3.056 0.44
H -3.923 5.379 1.080 0.30
H -2.173 5.733 0.701 0.15
H -2.793 6.044 2.388 0.31
H -3.588 2.255 2.445 0.28
H -2.487 1.492 -4.646 -0.10
H -2.945 -0.320 -5.041 0.25
H -4.119 1.031 -5.283 0.52
H 0.247 -1.735 -3.430 0.50
H -1.384 -1.179 -3.921 0.55
H -0.152 -0.185 -5.587 0.18
H 2.130 0.643 -5.647 -1.03
H 2.034 -1.084 -5.036 0.55
H 2.437 0.278 -3.801 -0.16
H -0.257 1.931 -5.390 0.36
H 1.772 1.212 0.074 0.13
H 2.580 0.383 -1.313 0.90
H 2.121 2.103 -2.823 -0.42
H 0.403 2.451 -2.277 0.04
H 1.473 4.392 -1.448 0.49
H 1.650 3.364 0.039 0.28
H 4.208 2.266 -0.532 0.14
H -0.477 -3.403 -0.154 0.16
H 0.996 -4.144 -0.911 0.47
H 1.036 -3.632 0.826 0.29
H 0.221 -1.734 5.598 0.30
H 1.599 -3.012 5.446 0.26
H -0.134 -3.534 5.594 0.41
O 4.150 2.080 -5.850 -0.61
C 3.372 2.950 -6.139 0.50
O 2.914 3.170 -7.401 -0.34
C 2.094 4.345 -7.412 -0.62
C 1.632 4.520 -5.983 -0.03
C 2.802 3.972 -5.193 0.59
H 2.697 5.188 -7.761 0.28
H 1.257 4.202 -8.098 0.39
H 1.379 5.553 -5.736 0.44
H 0.746 3.904 -5.802 -0.23
H 3.557 4.738 -4.998 0.45
H 2.477 3.508 -4.263 -0.71
O -4.163 -1.296 3.504 -0.61
C -4.166 -2.439 3.122 0.49
O -3.224 -2.959 2.290 -0.01
C -3.583 -4.304 1.947 -0.54
C -4.510 -4.761 3.050 -0.32
C -5.208 -3.475 3.443 -0.63
H -4.072 -4.296 0.968 0.27
H -2.683 -4.920 1.887 0.30
H -5.191 -5.552 2.739 0.29
H -3.925 -5.133 3.895 0.20
H -6.095 -3.289 2.832 0.26
H -5.462 -3.462 4.503 0.31
O -0.557 7.659 -0.098 -0.61
C -1.309 8.556 -0.380 0.57
O -1.741 8.814 -1.642 -0.34
C -2.531 10.010 -1.640 -0.45
C -3.011 10.168 -0.216 -0.49
C -1.868 9.573 0.580 -0.32
H -1.901 10.845 -1.962 0.27
H -3.360 9.904 -2.342 0.32
H -3.240 11.201 0.050 0.32
H -3.916 9.571 -0.061 0.26
H -1.096 10.314 0.802 0.28
H -2.219 9.096 1.495 0.22
O -6.667 -5.083 6.088 -0.57
C -6.670 -6.225 5.709 0.40
O -5.729 -6.750 4.879 -0.23
C -6.092 -8.095 4.540 -0.48
C -7.020 -8.547 5.644 -0.54
C -7.716 -7.258 6.033 -0.36
H -6.581 -8.089 3.561 0.29
H -5.195 -8.713 4.482 0.34
H -7.704 -9.338 5.334 0.32
H -6.436 -8.918 6.491 0.27
H -8.601 -7.072 5.421 0.26
H -7.969 -7.240 7.092 0.31
O 0.141 1.227 -7.677 -0.55
C 0.625 0.302 -8.283 0.56
O -0.107 -0.647 -8.922 -0.39
C 0.771 -1.654 -9.444 -0.48
C 2.120 -0.983 -9.561 -0.65
C 2.094 0.001 -8.409 -0.06
H 0.785 -2.499 -8.750 0.26
H 0.400 -1.997 -10.411 0.35
H 2.955 -1.684 -9.521 0.37
H 2.183 -0.437 -10.507 0.27
H 2.446 -0.451 -7.479 0.21
H 2.661 0.903 -8.636 0.18
O 8.180 -4.415 1.857 -0.58
C 7.074 -4.167 1.459 0.40
O 6.251 -3.245 2.026 -0.38
C 4.974 -3.281 1.375 0.19
C 5.235 -3.896 0.020 -0.30
C 6.379 -4.848 0.309 -0.43
H 4.291 -3.884 1.981 0.06
H 4.574 -2.270 1.293 -0.03
H 4.358 -4.382 -0.409 0.24
H 5.569 -3.124 -0.680 0.29
H 6.022 -5.826 0.638 0.26
H 7.045 -4.949 -0.547 0.32
O 2.786 -0.408 6.956 -0.61
C 3.942 -0.399 7.295 0.53
O 4.912 0.307 6.659 -0.36
C 6.184 0.009 7.250 -0.40
C 5.868 -0.501 8.637 -0.51
C 4.532 -1.187 8.434 -0.47
H 6.687 -0.742 6.634 0.27
H 6.797 0.912 7.276 0.30
H 6.641 -1.156 9.041 0.33
H 5.747 0.342 9.324 0.27
H 4.651 -2.227 8.123 0.28
H 3.906 -1.120 9.323 0.30

---

Entry 3:
181
Properties=species:S:1:pos:R:3:mulliken_charge:R:1 method="wB97M-V/def2-TZVPD" relative_energy_kcal_mol=192.2 homo_energy_ha=-0.3440 smiles="CCOC(=O)C(F)(F)F.CCOC(=O)C(F)(F)F.CCOC(=O)C(F)(F)F.CCOC(=O)C(F)(F)F.CCOC(=O)C(F)(F)F.CCOC(=O)C(F)(F)F.CCOC(=O)C(F)(F)F.CCOC(=O)C(F)(F)F.COCCOCCOC.COCCOCCOC.COCCOCCOC"
C 0.631 -6.113 2.820 -1.05
C -0.200 -7.395 2.512 -0.28
O -1.528 -7.104 3.036 -0.28
C -2.560 -7.075 2.198 0.43
O -2.513 -7.173 0.954 -0.57
C -3.934 -6.701 2.857 0.88
F -4.535 -7.810 3.084 -0.25
F -3.712 -6.114 3.949 -0.23
F -4.700 -5.954 2.039 -0.24
H 0.072 -5.188 2.678 0.32
H 1.393 -5.965 2.055 0.34
H 0.973 -6.094 3.855 0.29
H 0.178 -8.306 2.976 0.32
H -0.194 -7.521 1.429 0.32
C 6.661 6.393 -0.960 -1.14
C 7.055 5.479 -2.116 -0.16
O 6.901 4.063 -1.816 -0.24
C 7.801 3.087 -2.202 0.39
O 8.827 3.280 -2.859 -0.53
C 7.414 1.677 -1.706 0.87
F 7.735 0.800 -2.675 -0.24
F 8.088 1.319 -0.645 -0.24
F 6.124 1.577 -1.418 -0.23
H 7.111 6.110 -0.009 0.35
H 5.578 6.476 -0.868 0.28
H 6.966 7.389 -1.283 0.37
H 8.062 5.848 -2.311 0.28
H 6.389 5.824 -2.908 0.24
C -7.565 -4.116 10.541 -1.21
C -8.702 -3.648 9.530 -0.16
O -9.488 -4.798 9.194 -0.25
C -10.132 -4.822 7.953 0.30
O -9.946 -4.044 7.025 -0.52
C -10.846 -6.160 7.794 0.92
F -10.189 -7.101 8.493 -0.22
F -12.003 -5.997 8.528 -0.26
F -11.152 -6.506 6.526 -0.21
H -6.847 -4.872 10.223 0.35
H -7.947 -4.762 11.331 0.34
H -7.001 -3.286 10.966 0.35
H -8.172 -3.294 8.646 0.29
H -9.257 -2.855 10.032 0.27
C -5.986 3.896 -5.407 -1.21
C -6.542 5.316 -5.326 -0.17
O -7.868 5.396 -5.688 -0.21
C -8.518 6.577 -5.679 0.41
O -7.910 7.656 -5.640 -0.53
C -10.023 6.534 -5.945 0.82
F -10.776 7.354 -5.174 -0.25
F -10.334 6.931 -7.127 -0.24
F -10.499 5.305 -5.847 -0.24
H -6.136 3.460 -6.395 0.32
H -6.455 3.162 -4.752 0.32
H -4.928 3.980 -5.158 0.37
H -5.924 5.945 -5.967 0.30
H -6.261 5.697 -4.344 0.32
C -1.300 -12.724 -2.855 -1.01
C 0.199 -12.952 -2.741 -0.23
O 0.912 -11.690 -2.814 -0.26
C 1.320 -11.139 -3.993 0.42
O 0.988 -11.564 -5.096 -0.53
C 2.293 -9.869 -3.719 0.81
F 1.799 -8.715 -4.141 -0.25
F 2.532 -9.722 -2.461 -0.22
F 3.431 -10.088 -4.416 -0.25
H -1.831 -13.676 -2.883 0.35
H -1.463 -12.140 -3.761 0.29
H -1.754 -12.189 -2.021 0.29
H 0.494 -13.672 -3.504 0.32
H 0.511 -13.370 -1.785 0.28
C -3.983 4.207 9.773 -1.07
C -5.272 3.419 10.201 -0.17
O -6.363 4.324 10.095 -0.30
C -6.929 4.785 8.891 0.36
O -6.476 4.499 7.776 -0.53
C -8.233 5.603 9.099 0.85
F -9.036 5.213 8.102 -0.23
F -8.737 5.267 10.287 -0.21
F -7.936 6.901 8.921 -0.23
H -3.051 3.793 10.157 0.34
H -4.031 5.282 9.950 0.32
H -3.961 4.177 8.684 0.30
H -5.234 3.229 11.274 0.27
H -5.417 2.484 9.660 0.28
C -6.125 7.777 1.276 -1.07
C -4.907 7.996 2.238 -0.24
O -3.840 8.219 1.328 -0.21
C -2.530 8.087 1.594 0.42
O -2.114 7.949 2.780 -0.56
C -1.562 7.966 0.336 0.81
F -0.781 9.045 0.190 -0.25
F -0.728 6.937 0.523 -0.24
F -2.273 7.758 -0.730 -0.22
H -6.975 7.423 1.859 0.36
H -5.900 7.068 0.480 0.30
H -6.348 8.705 0.750 0.30
H -4.741 7.125 2.871 0.32
H -5.003 8.909 2.826 0.28
C 2.706 2.970 -7.522 -1.00
C 3.577 3.383 -8.668 -0.25
O 2.751 3.869 -9.738 -0.30
C 2.306 3.226 -10.770 0.44
O 2.486 2.017 -10.924 -0.58
C 1.278 4.061 -11.587 0.88
F 1.454 5.422 -11.435 -0.25
F 1.237 3.726 -12.813 -0.22
F 0.092 3.806 -11.044 -0.25
H 3.251 2.322 -6.836 0.33
H 1.797 2.502 -7.900 0.30
H 2.345 3.906 -7.095 0.30
H 4.171 2.546 -9.035 0.34
H 4.251 4.168 -8.325 0.26
C 1.040 -3.890 8.693 -0.80
O 1.353 -2.795 7.898 -0.24
C 0.755 -1.529 8.173 -0.45
C 1.246 -0.533 6.987 -0.49
O 2.660 -0.344 7.068 -0.35
C 3.078 0.681 7.953 -0.35
C 2.880 2.128 7.507 -0.64
O 3.843 2.520 6.521 -0.36
C 3.401 2.847 5.232 -0.63
H -0.016 -4.161 8.688 0.31
H 1.325 -3.797 9.741 0.31
H 1.601 -4.750 8.328 0.24
H 1.174 -1.193 9.122 0.25
H -0.327 -1.547 8.305 0.40
H 0.680 0.397 6.946 0.33
H 1.136 -0.921 5.974 0.30
H 4.145 0.592 8.157 0.37
H 2.505 0.660 8.880 0.25
H 3.029 2.727 8.406 0.36
H 1.853 2.279 7.175 0.40
H 2.694 2.082 4.911 0.28
H 4.169 2.975 4.470 0.22
H 3.010 3.864 5.282 0.27
C 14.669 1.565 -9.223 -0.65
O 15.259 0.312 -9.076 -0.38
C 14.446 -0.871 -9.167 -0.57
C 13.342 -1.079 -8.092 -0.30
O 12.275 -1.896 -8.727 -0.33
C 11.343 -2.376 -7.775 -0.64
C 10.023 -2.800 -8.438 -0.47
O 8.909 -1.919 -8.166 -0.30
C 7.762 -2.178 -8.907 -0.72
H 14.029 1.464 -10.100 0.32
H 15.441 2.323 -9.356 0.22
H 14.057 1.782 -8.347 0.25
H 15.069 -1.753 -9.318 0.35
H 13.913 -0.898 -10.117 0.37
H 12.991 -0.095 -7.782 0.28
H 13.842 -1.540 -7.240 0.28
H 11.263 -1.714 -6.913 0.43
H 11.887 -3.151 -7.235 0.38
H 9.830 -3.846 -8.199 0.32
H 10.114 -2.735 -9.522 0.33
H 7.461 -3.223 -8.834 0.30
H 7.796 -1.867 -9.951 0.30
H 7.020 -1.477 -8.524 0.24
C -4.773 -0.320 2.891 -0.76
O -4.032 -0.039 1.771 -0.20
C -3.834 1.360 1.570 -0.39
C -3.397 1.544 0.128 -0.69
O -2.248 0.753 -0.246 -0.37
C -2.345 -0.692 -0.358 -0.33
C -1.480 -1.144 -1.420 -0.58
O -1.954 -0.840 -2.697 -0.28
C -1.235 -1.578 -3.731 -0.78
H -4.081 -0.070 3.694 0.30
H -5.060 -1.368 2.981 0.22
H -5.663 0.309 2.919 0.29
H -3.193 1.799 2.335 0.37
H -4.771 1.909 1.656 0.37
H -3.099 2.584 -0.004 0.34
H -4.144 1.512 -0.665 0.31
H -3.396 -0.965 -0.458 0.31
H -2.048 -0.940 0.661 0.28
H -1.463 -2.232 -1.371 0.38
H -0.426 -0.932 -1.240 0.34
H -1.545 -2.620 -3.658 0.33
H -0.168 -1.361 -3.772 0.28
H -1.645 -1.308 -4.704 0.26